## A
Entry from the Open Molecules 2025 dataset: a molecular structure, C5H8 (ωB97M-V with the def2-TZVPD basis set).

```
13
Properties=species:S:1:pos:R:3
C 0.479 -0.046 0.908
C 0.227 -1.182 -0.077
C -0.910 -0.684 -0.939
C -1.251 0.587 -1.062
C 0.280 1.255 0.169
H 1.492 -0.093 1.325
H -0.228 -0.107 1.743
H 1.112 -1.361 -0.704
H -0.011 -2.126 0.427
H -1.479 -1.406 -1.526
H -0.883 1.556 -0.529
H 1.063 1.489 -0.557
H 0.109 2.118 0.823
```

Output
- HOMO level (eV) = -8.6
- molecular weight (g mol⁻¹) = 68.1
- Kohn-Sham gap (eV) = 9.687
- LUMO energy (Ha) = 0.039
- total charge = 0

In the natural (NBO) picture, each atom carries the following charge in e: atom 1 (C): -0.42, atom 2 (C): -0.44, atom 3 (C): -0.33, atom 4 (C): -0.19, atom 5 (C): -0.42, atom 6 (H): 0.22, atom 7 (H): 0.21, atom 8 (H): 0.21, atom 9 (H): 0.22, atom 10 (H): 0.24, atom 11 (H): 0.27, atom 12 (H): 0.21, atom 13 (H): 0.22

---

## B
Entry from the Open Molecules 2025 dataset: 4 unconnected molecules or ions with the total composition C5H8 (ωB97M-V with the def2-TZVPD basis set).

```
13
Properties=species:S:1:pos:R:3
C -0.997 -1.381 1.382
C -1.447 -0.647 0.010
C -0.269 0.052 -0.371
C 0.763 0.687 -0.462
C 1.948 1.436 -0.870
H -1.745 -2.115 1.694
H -0.984 -0.569 2.173
H -0.062 -1.909 1.437
H -1.798 -1.333 -0.755
H -2.272 0.009 0.193
H 3.051 0.356 -1.149
H 1.564 2.252 -2.099
H 2.258 2.428 0.361
```

Output
- HOMO level (eV) = -9.0
- molecular weight (g mol⁻¹) = 68.1
- Kohn-Sham gap (eV) = 9.295
- LUMO energy (Ha) = 0.009
- total charge = 0

In the natural (NBO) picture, each atom carries the following charge in e: atom 1 (C): -0.59, atom 2 (C): -0.47, atom 3 (C): 0.02, atom 4 (C): -0.13, atom 5 (C): -0.67, atom 6 (H): 0.20, atom 7 (H): 0.21, atom 8 (H): 0.22, atom 9 (H): 0.23, atom 10 (H): 0.23, atom 11 (H): 0.25, atom 12 (H): 0.26, atom 13 (H): 0.23

---

## C
Entry from the Open Molecules 2025 dataset: a single C5H8 molecule (ωB97M-V with the def2-TZVPD basis set).

```
13
Properties=species:S:1:pos:R:3
C -1.046 -0.982 -2.195
C -1.125 -0.363 -1.018
C 0.113 0.030 -0.294
C 0.112 0.170 1.029
C 1.252 0.794 1.788
H -1.861 -1.451 -2.736
H -0.110 -1.186 -2.706
H -2.114 -0.115 -0.653
H 0.940 0.218 -0.968
H -0.788 -0.016 1.594
H 0.974 0.953 2.832
H 1.503 1.756 1.348
H 2.150 0.192 1.978
```

Output
- HOMO level (eV) = -8.7
- molecular weight (g mol⁻¹) = 68.1
- Kohn-Sham gap (eV) = 9.932
- LUMO energy (Ha) = 0.046
- total charge = 0
- SMILES = C=C/C=C/C

In the natural (NBO) picture, each atom carries the following charge in e: atom 1 (C): -0.38, atom 2 (C): -0.21, atom 3 (C): -0.23, atom 4 (C): -0.17, atom 5 (C): -0.66, atom 6 (H): 0.20, atom 7 (H): 0.18, atom 8 (H): 0.21, atom 9 (H): 0.20, atom 10 (H): 0.20, atom 11 (H): 0.21, atom 12 (H): 0.22, atom 13 (H): 0.22

---

## D
Entry from the Open Molecules 2025 dataset: a single C5H8 molecule (ωB97M-V with the def2-TZVPD basis set).

```
13
Properties=species:S:1:pos:R:3
C 0.704 0.758 -0.325
C 1.093 -0.732 -0.286
C -0.555 -1.620 0.779
C -1.269 -0.512 0.584
C -0.821 0.813 -0.007
H 0.891 1.132 -1.327
H 1.280 1.342 0.406
H 0.682 -1.253 -1.153
H 2.093 -1.109 -0.066
H 0.679 -0.829 0.740
H -2.312 -0.616 0.885
H -1.392 1.006 -0.925
H -1.071 1.622 0.694
```

Output
- HOMO level (eV) = -9.4
- molecular weight (g mol⁻¹) = 68.1
- Kohn-Sham gap (eV) = 10.382
- LUMO energy (Ha) = 0.037
- total charge = 0

In the natural (NBO) picture, each atom carries the following charge in e: atom 1 (C): -0.41, atom 2 (C): -0.53, atom 3 (C): -0.05, atom 4 (C): -0.44, atom 5 (C): -0.43, atom 6 (H): 0.22, atom 7 (H): 0.21, atom 8 (H): 0.25, atom 9 (H): 0.24, atom 10 (H): 0.25, atom 11 (H): 0.25, atom 12 (H): 0.22, atom 13 (H): 0.22

---

Of them, C has the highest stability.

---

## A
Entry from the Open Molecules 2025 dataset: a single C5H8 molecule (ωB97M-V with the def2-TZVPD basis set).

```
13
Properties=species:S:1:pos:R:3
C -0.074 -0.919 0.766
C -1.048 0.044 0.030
C -0.266 1.615 -0.500
C 0.525 0.524 -0.798
C 1.209 -0.190 0.368
H -0.115 -1.919 0.321
H -0.262 -1.017 1.839
H -1.644 -0.442 -0.747
H -1.694 0.603 0.696
H -0.831 1.906 -1.401
H 0.636 0.053 -1.788
H 2.063 -0.814 0.101
H 1.501 0.555 1.112
```

Output
- HOMO level (eV) = -7.7
- molecular weight (g mol⁻¹) = 68.1
- Kohn-Sham gap (eV) = 8.695
- LUMO energy (Ha) = 0.036
- total charge = 0

In the natural (NBO) picture, each atom carries the following charge in e: atom 1 (C): -0.40, atom 2 (C): -0.37, atom 3 (C): -0.42, atom 4 (C): -0.06, atom 5 (C): -0.45, atom 6 (H): 0.21, atom 7 (H): 0.22, atom 8 (H): 0.21, atom 9 (H): 0.28, atom 10 (H): 0.16, atom 11 (H): 0.19, atom 12 (H): 0.21, atom 13 (H): 0.23

---

## B
Entry from the Open Molecules 2025 dataset: a single C5H8 molecule (ωB97M-V with the def2-TZVPD basis set).

```
13
Properties=species:S:1:pos:R:3
C -1.051 2.212 -0.017
C -0.449 1.085 0.608
C -0.022 -0.026 0.751
C 0.581 -1.299 0.789
C 0.874 -1.466 -0.703
H -2.007 1.664 -0.368
H -1.356 3.003 0.662
H -0.753 2.781 -0.907
H 1.506 -1.303 1.377
H -0.087 -2.089 1.158
H 0.078 -1.027 -1.458
H 0.891 -2.544 -0.837
H 1.795 -0.992 -1.055
```

Output
- HOMO level (eV) = -9.1
- molecular weight (g mol⁻¹) = 68.1
- Kohn-Sham gap (eV) = 10.108
- LUMO energy (Ha) = 0.038
- total charge = 0
- SMILES = CC#CCC

In the natural (NBO) picture, each atom carries the following charge in e: atom 1 (C): -0.69, atom 2 (C): -0.03, atom 3 (C): -0.01, atom 4 (C): -0.48, atom 5 (C): -0.59, atom 6 (H): 0.24, atom 7 (H): 0.22, atom 8 (H): 0.24, atom 9 (H): 0.23, atom 10 (H): 0.22, atom 11 (H): 0.22, atom 12 (H): 0.21, atom 13 (H): 0.22

---

Of them, B has the highest stability.

---

## A
Entry from the Open Molecules 2025 dataset: a single C5H8 molecule (ωB97M-V with the def2-TZVPD basis set).

```
13
Properties=species:S:1:pos:R:3
C 0.566 -1.323 0.292
C 0.243 -0.678 1.393
C -0.592 0.814 0.727
C 0.031 0.831 -0.637
C 0.213 -0.636 -1.016
H 1.030 -2.309 0.263
H -0.034 0.105 2.055
H -1.658 0.554 0.755
H -0.473 1.770 1.284
H -0.588 1.375 -1.353
H 1.008 1.326 -0.574
H -0.727 -1.053 -1.406
H 0.981 -0.775 -1.783
```

Output
- HOMO level (eV) = -8.8
- molecular weight (g mol⁻¹) = 68.1
- Kohn-Sham gap (eV) = 9.977
- LUMO energy (Ha) = 0.043
- total charge = 0
- SMILES = C1=CCCC1

In the natural (NBO) picture, each atom carries the following charge in e: atom 1 (C): -0.22, atom 2 (C): -0.28, atom 3 (C): -0.42, atom 4 (C): -0.42, atom 5 (C): -0.44, atom 6 (H): 0.22, atom 7 (H): 0.31, atom 8 (H): 0.20, atom 9 (H): 0.21, atom 10 (H): 0.22, atom 11 (H): 0.21, atom 12 (H): 0.21, atom 13 (H): 0.21

---

## B
Entry from the Open Molecules 2025 dataset: a single C5H8 molecule (ωB97M-V with the def2-TZVPD basis set).

```
13
Properties=species:S:1:pos:R:3
C -0.530 1.098 -0.624
C 0.794 0.979 -0.485
C 1.165 -0.228 0.298
C -0.195 -0.743 0.865
C -1.191 -0.186 -0.158
H -1.090 1.855 -1.166
H 1.600 1.190 -1.181
H 1.645 -0.776 -0.616
H 1.926 -0.078 1.082
H -0.153 -1.828 0.936
H -0.507 -0.380 1.864
H -1.168 -0.851 -1.038
H -2.233 -0.101 0.162
```

Output
- HOMO level (eV) = -8.7
- molecular weight (g mol⁻¹) = 68.1
- Kohn-Sham gap (eV) = 9.945
- LUMO energy (Ha) = 0.044
- total charge = 0
- SMILES = C1=CCCC1

In the natural (NBO) picture, each atom carries the following charge in e: atom 1 (C): -0.20, atom 2 (C): -0.19, atom 3 (C): -0.44, atom 4 (C): -0.41, atom 5 (C): -0.43, atom 6 (H): 0.21, atom 7 (H): 0.21, atom 8 (H): 0.20, atom 9 (H): 0.22, atom 10 (H): 0.21, atom 11 (H): 0.21, atom 12 (H): 0.20, atom 13 (H): 0.21

---

Of them, B has the highest stability.

---

## A
Entry from the Open Molecules 2025 dataset: a molecular structure, C4H8OS (ωB97M-V with the def2-TZVPD basis set).

```
14
Properties=species:S:1:pos:R:3
C 1.631 1.469 -0.176
C 1.390 0.068 0.190
C 2.337 -1.013 -0.037
C -0.862 -0.109 0.502
H 0.236 1.690 -0.453
H 2.129 1.485 -1.280
H 2.311 2.086 0.810
H 1.127 0.182 1.345
H 1.693 -1.879 0.132
H 3.328 -1.102 0.804
H 2.909 -1.241 -1.144
H -0.693 0.434 1.520
O 0.088 -0.459 -0.359
S -2.545 -0.029 -0.109
```

Output
- HOMO level (eV) = -8.6
- molecular weight (g mol⁻¹) = 104.2
- Kohn-Sham gap (eV) = 8.341
- LUMO energy (Ha) = -0.009
- total charge = 0

In the natural (NBO) picture, each atom carries the following charge in e: atom 1 (C): -0.64, atom 2 (C): 0.01, atom 3 (C): -0.64, atom 4 (C): 0.08, atom 5 (H): 0.25, atom 6 (H): 0.23, atom 7 (H): 0.26, atom 8 (H): 0.19, atom 9 (H): 0.24, atom 10 (H): 0.23, atom 11 (H): 0.23, atom 12 (H): 0.21, atom 13 (O): -0.49, atom 14 (S): -0.15

---

## B
Entry from the Open Molecules 2025 dataset: a molecular structure, C4H8OS (ωB97M-V with the def2-TZVPD basis set).

```
14
Properties=species:S:1:pos:R:3
C -2.982 -0.173 0.357
C -0.119 0.826 -0.214
C 1.252 0.630 -0.131
C 1.948 -0.605 -0.151
H -2.679 0.098 1.336
H -3.429 -1.236 0.373
H -3.866 0.539 -0.339
H -0.549 1.796 -0.270
H 1.850 1.517 -0.038
H 1.656 -1.383 0.905
H 1.385 -1.349 -1.154
H 3.696 0.238 -0.328
O 3.258 -0.436 0.116
S -1.421 -0.462 -0.462
```

Output
- HOMO level (eV) = -8.2
- molecular weight (g mol⁻¹) = 104.2
- Kohn-Sham gap (eV) = 8.905
- LUMO energy (Ha) = 0.027
- total charge = 0

In the natural (NBO) picture, each atom carries the following charge in e: atom 1 (C): -0.76, atom 2 (C): -0.30, atom 3 (C): -0.28, atom 4 (C): -0.06, atom 5 (H): 0.23, atom 6 (H): 0.25, atom 7 (H): 0.22, atom 8 (H): 0.21, atom 9 (H): 0.21, atom 10 (H): 0.18, atom 11 (H): 0.16, atom 12 (H): 0.47, atom 13 (O): -0.70, atom 14 (S): 0.18

---

## C
Entry from the Open Molecules 2025 dataset: a single C4H8OS molecule (ωB97M-V with the def2-TZVPD basis set).

```
14
Properties=species:S:1:pos:R:3
C -3.218 0.141 0.118
C -1.995 0.574 -0.042
S -0.675 -0.611 -0.115
C 0.803 0.454 0.043
C 2.007 -0.388 0.200
O 3.131 0.431 -0.106
H -3.525 -0.891 0.097
H -4.086 0.794 0.139
H -1.648 1.590 -0.242
H 0.732 1.084 0.970
H 0.844 1.110 -0.795
H 1.893 -1.238 -0.497
H 2.095 -0.647 1.264
H 3.861 -0.165 -0.172
```

Output
- HOMO level (eV) = -8.3
- molecular weight (g mol⁻¹) = 104.2
- Kohn-Sham gap (eV) = 9.227
- LUMO energy (Ha) = 0.033
- total charge = 0
- SMILES = C=CSCCO

In the natural (NBO) picture, each atom carries the following charge in e: atom 1 (C): -0.42, atom 2 (C): -0.34, atom 3 (S): 0.20, atom 4 (C): -0.53, atom 5 (C): -0.08, atom 6 (O): -0.71, atom 7 (H): 0.20, atom 8 (H): 0.20, atom 9 (H): 0.22, atom 10 (H): 0.21, atom 11 (H): 0.22, atom 12 (H): 0.17, atom 13 (H): 0.18, atom 14 (H): 0.47

---

Of them, C has the highest stability.